{
  "formula": "C10H19P",
  "method": "ωB97M-V with the def2-TZVPD basis set",
  "relative_energy_ev": 2.4638,
  "smiles": "CCCP1=CC=1[C@@H](C)C(C)C",
  "total_energy_ev": -19962.577,
  "charge": 0,
  "homo_energy_ev": -8.08,
  "fmax_ev_per_a": 5.316,
  "elements": ["C", "C", "C", "P", "C", "C", "C", "C", "C", "C", "C", "H", "H", "H", "H", "H", "H", "H", "H", "H", "H", "H", "H", "H", "H", "H", "H", "H", "H", "H"],
  "coordinates": [[-3.702087, -1.467200, -0.967963], [-2.641650, -0.827734, 0.001150], [-2.835858, 0.699119, -0.018375], [-1.449252, 1.432930, 1.110744], [-0.574396, 2.378286, -0.204197], [-0.078923, 1.146647, -0.034506], [1.363659, 0.111571, -0.623686], [1.845521, 0.803686, -1.895365], [2.333214, 0.056997, 0.557426], [2.875742, 1.430394, 0.841381], [1.871707, -0.661824, 1.749477], [-3.677851, -0.973233, -1.969414], [-3.394803, -2.462426, -1.114695], [-4.716169, -1.654319, -0.423865], [-2.759765, -1.367584, 0.937970], [-1.695245, -0.932285, -0.460157], [-2.470452, 0.946710, -1.020688], [-3.803547, 0.988496, 0.090466], [-0.728638, 3.073242, -1.018698], [0.821954, -0.794217, -0.942796], [2.454301, 0.073136, -2.363336], [1.112320, 1.023836, -2.619939], [2.447012, 1.650684, -1.589212], [3.174187, -0.454740, 0.071319], [3.977847, 1.463709, 0.938422], [2.455816, 2.280458, 0.265511], [2.635075, 1.660391, 1.894270], [1.376360, -1.569331, 1.568866], [2.764069, -0.998537, 2.258492], [1.378202, 0.024723, 2.465536]],
  "atomic_forces_ev_per_a": [[-0.5, 0.3, 1.3], [-2.7, 0.3, -1.3], [4.1, -1.5, 0.3], [-1.1, 0.5, -0.7], [0.3, -2.5, -0.1], [2.7, 0.2, -1.1], [-4.7, 2.5, 0.5], [0.8, -0.5, 1.9], [0.4, 0.2, -3.4], [0.5, 1.5, 2.1], [0.8, 0.7, 1.9], [-0.7, -0.2, 0.9], [0.5, -1.5, -0.5], [1.4, 1.2, -1.3], [0.5, 0.4, 0.3], [1.2, -0.8, 0.0], [-0.4, 0.4, 0.1], [-2.8, 1.0, 0.8], [0.4, 0.4, 0.4], [0.5, -0.1, 0.8], [1.2, -0.6, -0.6], [-1.2, 0.6, -0.4], [0.0, 0.3, -0.6], [0.1, -0.5, 0.3], [-0.4, 0.0, -0.8], [0.5, -0.7, 0.2], [-0.3, 0.2, -0.3], [-1.3, -1.0, -0.4], [0.4, 0.0, 0.5], [-0.3, -0.6, -0.5]]
}

=====

{
  "formula": "C24H23IrN3",
  "method": "ωB97M-V with the def2-TZVPD basis set",
  "s2": 6.08,
  "relative_energy_ev": 0.0000,
  "total_energy_ev": -32538.244,
  "charge": 3,
  "multiplicity": 5,
  "homo_energy_ev": [-17.08, -18.35],
  "fmax_ev_per_a": 3.915,
  "elements": ["Ir", "C", "C", "C", "C", "C", "C", "C", "C", "C", "H", "H", "H", "H", "H", "H", "H", "H", "H", "H", "H", "H", "C", "C", "C", "C", "N", "C", "C", "C", "C", "C", "C", "N", "C", "C", "C", "C", "C", "N", "H", "H", "H", "H", "H", "H", "H", "H", "H", "H", "H"],
  "coordinates": [[0.157110, -0.562950, 0.110644], [-3.939042, 3.363780, 1.581555], [-2.556175, 2.770834, 1.526406], [-2.155288, 1.684473, 2.321198], [-0.765368, 1.286625, 2.281759], [-0.127427, 1.083686, 3.482055], [-0.019337, 1.411727, 0.984524], [-0.307587, 2.664028, 0.330108], [0.569355, 3.234585, -0.751285], [-1.554410, 3.303705, 0.635983], [-4.679052, 2.541522, 1.559598], [-4.075222, 4.005747, 0.729775], [-4.079671, 3.917021, 2.518720], [-2.871147, 1.193054, 2.967538], [1.650992, -0.581404, 2.922420], [-0.709473, 1.008503, 4.365735], [0.947939, 0.895299, 3.463225], [1.063957, 1.228705, 1.187876], [0.881253, 4.265588, -0.569478], [-0.021829, 3.236508, -1.676563], [1.509740, 2.634994, -0.927917], [-1.720464, 4.253059, 0.188187], [2.647445, -2.423062, 3.292702], [3.189530, -3.469753, 2.610721], [2.738517, -3.751863, 1.296492], [1.773492, -2.894308, 0.658718], [1.238318, -1.785431, 1.252813], [1.450037, -1.620831, 2.727482], [1.501518, -2.969987, -0.758362], [2.089098, -3.807848, -1.734296], [2.027921, -3.455264, -3.099317], [1.248637, -2.374591, -3.506207], [0.625385, -1.613774, -2.518512], [0.722287, -1.887561, -1.186179], [-0.188778, -0.405332, -2.712836], [-0.518974, 0.282192, -3.913098], [-1.702929, 0.981960, -3.960222], [-2.410050, 1.220479, -2.831954], [-1.967266, 0.700580, -1.623462], [-0.825527, -0.014636, -1.537797], [2.924611, -2.213282, 4.347271], [3.973766, -4.068895, 3.133084], [3.293208, -4.422460, 0.612216], [0.511688, -1.844299, 3.305114], [2.578142, -4.761486, -1.443731], [2.652579, -3.998926, -3.782585], [1.093675, -2.132721, -4.533695], [0.109500, 0.119245, -4.805626], [-2.009762, 1.390979, -4.939045], [-3.387613, 1.706490, -2.866804], [-2.577311, 0.675279, -0.714927]],
  "atomic_forces_ev_per_a": [[-0.9, 1.3, 0.2], [0.4, -0.9, 0.3], [1.0, 0.0, -0.8], [-0.1, 0.3, -0.8], [0.4, -0.4, 0.7], [0.0, -0.7, -2.0], [0.8, -0.7, 1.9], [-1.6, 0.8, -0.6], [0.7, -1.0, -0.1], [0.9, -1.2, 0.7], [0.2, 0.4, 0.1], [-0.3, 0.4, -0.2], [0.0, 0.0, -0.2], [0.1, 0.2, 0.4], [0.2, 0.2, -0.1], [-0.1, 0.1, 0.9], [-0.5, 0.5, 0.5], [-0.1, 0.8, -0.1], [-0.2, 0.0, 0.2], [0.2, 0.1, 0.0], [-1.1, 0.5, 0.3], [-0.3, 0.6, -0.5], [-1.7, 0.2, 0.2], [0.4, -0.4, 0.4], [0.0, 1.0, -1.0], [0.9, 0.5, 1.7], [0.5, -1.6, 1.9], [0.9, -1.1, 0.0], [-0.4, 0.7, -2.3], [-0.3, 0.0, 0.6], [-0.3, 0.2, 1.1], [-0.1, 0.0, 1.2], [0.2, 0.5, 0.4], [2.5, -2.7, -1.3], [-1.2, 1.6, -0.6], [1.5, -2.4, 0.8], [0.8, 1.2, -2.0], [-1.7, -0.2, 1.5], [0.0, -0.4, 0.1], [-1.1, 0.0, -1.6], [-0.1, 0.0, -0.9], [-0.7, 0.5, -0.9], [-0.6, 0.1, 0.9], [0.6, -0.1, -0.6], [-0.2, 1.0, -0.2], [-0.2, -0.3, -0.4], [0.2, 0.2, -0.5], [-0.6, 0.0, 0.5], [0.0, -0.2, 0.7], [0.4, -0.1, 0.0], [0.4, 0.6, -0.3]]
}

=====

{
  "formula": "C34H58FeN4O2Se",
  "method": "ωB97M-V with the def2-TZVPD basis set",
  "s2": 1.09,
  "total_energy_ev": -145984.280,
  "charge": 1,
  "multiplicity": 2,
  "homo_energy_ev": [-9.82, -9.84],
  "fmax_ev_per_a": 2.353,
  "elements": ["Fe", "N", "C", "C", "N", "C", "C", "N", "C", "C", "N", "H", "H", "H", "H", "H", "H", "H", "H", "H", "H", "H", "H", "H", "H", "H", "H", "H", "H", "C", "C", "C", "C", "C", "C", "C", "Se", "C", "C", "C", "C", "C", "C", "O", "C", "C", "C", "C", "C", "C", "C", "C", "C", "O", "C", "C", "C", "C", "C", "C", "H", "H", "H", "H", "H", "H", "H", "H", "H", "H", "H", "H", "H", "H", "H", "H", "H", "H", "H", "H", "H", "H", "H", "H", "H", "H", "H", "H", "H", "H", "H", "H", "H", "H", "H", "H", "H", "H", "H", "H"],
  "coordinates": [[0.744370, 1.993694, -0.396106], [2.319198, 2.606699, 1.122997], [2.631049, 3.973333, 1.539819], [2.877746, 4.732702, 0.260423], [1.706582, 4.585273, -0.606263], [2.057832, 4.775238, -2.010382], [2.579165, 3.482068, -2.605518], [1.539561, 2.438255, -2.505016], [0.606975, 5.459812, -0.214752], [-0.651147, 4.867414, -0.799848], [-0.749147, 3.494410, -0.284595], [2.116263, 2.010301, 1.917735], [3.115869, 2.183196, 0.653742], [3.501585, 4.053744, 2.194287], [1.773811, 4.365257, 2.087629], [3.726931, 4.259179, -0.236457], [3.140964, 5.782252, 0.439167], [2.784603, 5.586088, -2.143833], [1.161337, 5.051365, -2.564145], [3.458259, 3.122218, -2.071082], [2.878731, 3.674920, -3.638353], [1.921049, 1.551159, -2.820789], [0.762346, 2.659069, -3.120465], [0.748677, 6.501303, -0.531503], [0.521135, 5.462037, 0.872826], [-0.589703, 4.820429, -1.885788], [-1.513771, 5.487344, -0.549988], [-1.485173, 2.968907, -0.748118], [-0.991588, 3.522912, 0.702239], [-5.092717, -2.465420, 2.036250], [-5.346463, -1.126999, 1.326968], [-5.760962, -0.070461, 2.364010], [-6.503976, -1.308012, 0.343859], [-4.065392, -0.674204, 0.628143], [-2.948311, -0.346431, 1.377965], [-1.801953, 0.096772, 0.739554], [-0.293772, 0.649121, 1.768846], [0.967461, -0.761360, 1.491535], [1.064358, -1.737364, 2.471159], [2.009328, -2.744631, 2.368419], [2.756614, -2.783658, 1.184790], [2.669526, -1.844531, 0.168678], [1.835765, -0.703769, 0.375965], [1.907948, 0.340877, -0.398770], [3.407070, -2.013594, -1.163491], [4.453175, -0.904519, -1.360402], [4.119212, -3.363002, -1.253297], [2.362181, -1.958806, -2.293877], [2.185351, -3.746677, 3.509534], [3.285414, -4.767331, 3.215028], [0.868490, -4.500688, 3.745491], [2.574135, -2.978633, 4.783507], [-1.702562, 0.285622, -0.644572], [-0.638054, 0.851487, -1.173869], [-2.804628, -0.138081, -1.425441], [-3.938981, -0.587771, -0.760518], [-2.725355, -0.104533, -2.955837], [-3.999046, -0.640014, -3.610073], [-1.547048, -0.981027, -3.412362], [-2.517557, 1.338769, -3.450835], [-6.003814, -2.806511, 2.532453], [-4.309252, -2.374226, 2.790665], [-4.785347, -3.227508, 1.317862], [-6.741962, -0.312027, 2.776905], [-5.820694, 0.916938, 1.901028], [-5.055232, -0.018948, 3.194586], [-7.404600, -1.585449, 0.892598], [-6.303084, -2.100633, -0.379465], [-6.716286, -0.382975, -0.197191], [-2.958258, -0.425514, 2.459250], [0.388038, -1.698711, 3.318407], [3.441313, -3.606425, 1.050430], [5.236901, -0.978940, -0.603022], [3.993076, 0.080013, -1.295637], [4.920088, -1.008341, -2.343278], [4.910870, -3.458656, -0.507462], [4.582053, -3.457506, -2.237105], [3.420299, -4.192538, -1.132360], [1.832614, -1.006616, -2.297237], [1.629325, -2.758190, -2.169643], [2.850201, -2.092740, -3.262698], [3.024315, -5.406271, 2.369213], [3.423209, -5.410678, 4.085530], [4.239553, -4.277803, 3.010781], [0.566646, -5.038152, 2.844973], [0.060389, -3.823609, 4.026182], [0.993993, -5.228690, 4.550357], [3.537836, -2.483011, 4.649371], [2.660468, -3.670693, 5.624624], [1.832578, -2.222081, 5.042445], [-4.786692, -0.881109, -1.360465], [-4.169813, -1.687614, -3.356011], [-3.896491, -0.573880, -4.694191], [-4.876961, -0.057027, -3.324819], [-1.691073, -2.013105, -3.087954], [-0.604243, -0.617741, -3.005407], [-1.478967, -0.973330, -4.503034], [-3.346717, 1.974840, -3.128159], [-2.482122, 1.356082, -4.542287], [-1.584917, 1.747662, -3.064455]],
  "atomic_forces_ev_per_a": [[-0.6, -2.0, 0.9], [-0.3, -0.7, -0.3], [-0.1, 0.1, -0.1], [-0.2, 0.1, -0.1], [0.5, 0.6, -0.1], [0.1, -0.2, 0.0], [0.0, 0.1, 0.0], [-0.1, -0.2, 0.9], [0.1, -0.1, -0.2], [0.1, 0.1, 0.0], [-0.1, -0.8, 0.1], [0.1, 0.0, 0.0], [0.1, -0.1, 0.1], [0.0, -0.2, 0.0], [0.0, 0.0, 0.0], [0.1, 0.1, 0.0], [0.0, 0.0, 0.0], [0.0, 0.0, 0.0], [0.1, 0.1, -0.1], [0.0, 0.0, 0.0], [0.0, -0.2, 0.0], [-0.1, -0.2, 0.1], [-0.1, -0.1, 0.0], [0.0, 0.0, 0.0], [0.0, 0.0, 0.0], [-0.1, 0.0, 0.0], [-0.1, -0.2, 0.1], [-0.2, 0.0, 0.0], [-0.1, 0.0, 0.0], [0.0, 0.0, 0.0], [0.0, 0.0, 0.0], [0.0, 0.0, -0.1], [0.0, 0.0, 0.0], [0.0, -0.1, 0.0], [0.0, 0.0, 0.1], [0.1, 0.3, -0.1], [0.4, 0.6, -0.8], [0.4, 0.3, -0.3], [0.0, -0.2, 0.1], [-0.1, 0.0, -0.1], [-0.1, 0.0, 0.1], [-0.1, 0.3, -0.1], [-0.4, -0.7, 1.0], [-0.3, 2.1, -1.0], [-0.1, 0.1, 0.0], [0.0, -0.1, 0.0], [0.0, 0.0, 0.0], [0.1, 0.0, 0.0], [-0.1, 0.0, 0.0], [-0.1, 0.0, 0.0], [0.1, 0.0, 0.0], [0.0, -0.1, 0.0], [-0.6, -0.1, 0.7], [1.5, 1.0, -0.7], [0.2, 0.1, -0.2], [-0.1, 0.0, 0.1], [0.1, 0.1, 0.0], [0.0, 0.0, 0.0], [0.0, 0.1, 0.0], [-0.1, -0.1, 0.0], [0.0, 0.0, 0.0], [0.0, 0.0, 0.0], [0.0, 0.0, 0.0], [0.0, 0.0, 0.0], [0.0, 0.0, 0.0], [0.0, 0.0, 0.0], [0.0, 0.0, 0.0], [0.0, 0.0, 0.0], [0.0, 0.0, 0.0], [0.0, 0.0, 0.0], [0.1, 0.0, 0.0], [0.0, 0.0, 0.0], [0.0, 0.0, 0.0], [0.0, 0.0, 0.0], [0.0, 0.0, 0.0], [0.0, 0.0, 0.0], [0.0, 0.0, 0.0], [0.0, 0.0, 0.0], [0.0, 0.0, 0.0], [0.0, 0.0, 0.0], [0.0, 0.0, 0.0], [0.0, 0.0, 0.0], [0.0, 0.0, 0.0], [0.0, 0.0, 0.0], [0.0, 0.0, 0.0], [0.0, 0.0, 0.0], [0.0, 0.0, 0.0], [0.0, 0.0, 0.0], [0.0, 0.0, 0.0], [0.0, 0.0, 0.0], [0.0, 0.0, 0.0], [0.0, 0.0, 0.0], [0.0, 0.0, 0.0], [0.0, 0.0, 0.0], [0.0, 0.0, 0.0], [0.0, 0.0, 0.0], [0.0, 0.0, 0.0], [0.0, 0.0, 0.0], [0.0, 0.0, 0.0], [0.0, 0.0, 0.0]]
}

=====

{
  "formula": "C4H9NOSi",
  "method": "ωB97M-V with the def2-TZVPD basis set",
  "relative_energy_ev": 3.1383,
  "total_energy_ev": -15707.472,
  "charge": 0,
  "homo_energy_ev": -9.73,
  "fmax_ev_per_a": 4.966,
  "elements": ["C", "C", "C", "C", "N", "O", "Si", "H", "H", "H", "H", "H", "H", "H", "H", "H"],
  "coordinates": [[-0.369437, 0.323807, 0.218235], [1.271200, 1.459294, 0.086404], [1.089392, -0.083653, 0.540867], [1.683343, -1.187844, -0.279568], [-0.202326, 1.496266, -0.289197], [-1.385189, -0.477219, 0.392198], [-2.883931, -0.090020, -0.132675], [1.613973, 1.962427, 0.995421], [1.892671, 1.505246, -0.684419], [1.415556, -0.161412, 1.517888], [1.263472, -1.097182, -1.240187], [1.540051, -2.223922, 0.043016], [2.714608, -1.150798, -0.215121], [-3.151591, 1.343179, 0.022185], [-2.867575, -0.447194, -1.647335], [-3.624211, -1.170981, 0.672288]],
  "atomic_forces_ev_per_a": [[3.5, -0.2, 0.5], [-2.6, -2.9, 3.0], [-1.5, 1.8, -1.4], [-1.4, -0.5, 0.7], [-0.1, -0.2, 0.9], [0.3, 0.1, 0.3], [-1.4, -1.4, -1.5], [-0.5, 0.7, -0.5], [2.6, 0.9, -3.4], [0.0, -0.4, 2.4], [0.1, -0.1, -1.6], [-0.9, 0.2, 0.4], [2.3, 0.6, -0.6], [-0.3, 0.0, 0.3], [-0.3, 0.4, 1.2], [0.0, 1.1, -0.6]]
}